# 1
Below is a structure of composition C57H55FGaN5O3P2SSi, with properties calculated with wB97M-V/def2-TZVPD.

Results
Gap between HOMO and LUMO in hartree: 0.2542
Energy relative to the best compared isomer or geometry (same formula, charge and spin) in kJ/mol: 0.0
Max |F| in hartree/bohr: 0.0058
Net charge: +2

CARTESIAN COORDINATES (ANGSTROEM)
Ga 0.68315 0.06315 0.59770
C -1.77474 -1.15099 -1.99930
Si -0.30878 -0.08096 -1.56833
C 1.14599 -0.40703 -2.75306
C 0.91287 -0.29633 -4.12617
C 1.93847 -0.42435 -5.05169
C 3.23560 -0.66131 -4.61693
C 3.49405 -0.78993 -3.26100
C 2.46114 -0.67202 -2.33446
P 2.75068 -0.90744 -0.55786
C 4.53001 -0.76808 -0.26055
C 5.39792 -1.82462 -0.53688
C 6.76066 -1.67074 -0.33648
C 7.26235 -0.46712 0.14217
C 6.40140 0.58176 0.43001
C 5.03684 0.43053 0.23433
C 2.38229 -2.67255 -0.28865
C 2.62998 -3.20994 0.97871
C 2.33100 -4.53667 1.23870
C 1.77320 -5.33588 0.24750
C 1.51990 -4.80622 -1.00729
C 1.82472 -3.47790 -1.27814
C -0.68668 1.75691 -1.91773
C -1.41209 2.10090 -3.06388
C -1.61215 3.42025 -3.42971
C -1.08981 4.45228 -2.65611
C -0.36404 4.14476 -1.52120
C -0.16920 2.81124 -1.15231
P 0.88132 2.46778 0.28063
C 2.48036 3.17868 -0.18740
C 2.93960 2.84330 -1.46520
C 4.18325 3.27652 -1.89080
C 4.97796 4.04305 -1.04770
C 4.52192 4.38157 0.21707
C 3.27338 3.95255 0.65148
C 0.22707 3.30512 1.74244
C -1.01432 3.93298 1.74733
C -1.52241 4.44683 2.93373
C -0.80226 4.33400 4.11338
C 0.42592 3.68292 4.11848
C 0.93207 3.15711 2.94074
H -2.10397 -0.98791 -3.02849
H -2.59852 -0.91824 -1.32265
H -1.51752 -2.20607 -1.89157
H -0.08944 -0.09925 -4.49064
H 1.72763 -0.33410 -6.10933
H 4.04268 -0.75446 -5.33163
H 4.50431 -0.98411 -2.92258
H 5.00734 -2.76613 -0.90281
H 7.43195 -2.49168 -0.55080
H 8.32661 -0.35155 0.29988
H 6.79020 1.51476 0.81663
H 4.36217 1.24136 0.47936
H 3.05648 -2.59127 1.75882
H 2.53622 -4.94849 2.21808
H 1.54264 -6.37278 0.45394
H 1.09494 -5.42804 -1.78439
H 1.63960 -3.07804 -2.26710
H -1.83918 1.32034 -3.68332
H -2.16055 3.65176 -4.33507
H -1.22854 5.48441 -2.95032
H 0.07324 4.94106 -0.92881
H 2.32510 2.24450 -2.12895
H 4.53265 3.01305 -2.88040
H 5.95001 4.38179 -1.38080
H 5.13389 4.99004 0.86981
H 2.92308 4.24399 1.63252
H -1.59803 3.99782 0.83792
H -2.48641 4.94006 2.92705
H -1.19378 4.75371 5.03191
H 0.99063 3.58389 5.03704
H 1.87356 2.61759 2.95656
F -5.46688 2.14635 3.25971
C -4.34252 1.76494 3.90513
C -3.28009 1.29030 3.19461
C -2.12270 0.89663 3.87857
C -0.95471 0.40847 3.13391
O -0.97969 0.39890 1.87586
C 0.13626 -0.02991 3.93006
C 0.07498 0.07340 5.29186
N -0.97052 0.55433 5.97262
C -0.90828 0.66163 7.41869
C -1.74485 -0.26474 8.25223
C -0.25653 -0.43468 8.19988
C -2.09569 0.98239 5.27958
C -3.20002 1.49373 5.97938
C -4.32763 1.88377 5.30030
N -5.46214 2.38513 6.02553
C -5.80576 3.76392 5.69506
C -6.79832 4.29300 6.71093
N -8.01305 3.40119 6.72322
C -7.64579 1.96417 6.99211
C -6.63331 1.51831 5.95699
C 1.41622 -0.60448 3.39277
O 2.20779 -1.11391 4.15565
O 1.62974 -0.50203 2.11251
H -3.38322 1.22616 2.12125
H 0.92993 -0.25078 5.86900
H -0.77257 1.67978 7.76238
H -2.33780 -0.99695 7.72064
H -2.19586 0.13236 9.15070
H 0.12290 -1.29190 7.66199
H 0.33315 -0.14112 9.05548
H -3.19010 1.57295 7.05565
H -6.22018 3.86126 4.68065
H -4.90910 4.38067 5.74494
H -7.12891 5.30173 6.47181
H -6.38519 4.26738 7.71756
H -8.48187 3.46129 5.81582
H -8.68096 3.72957 7.42182
H -8.55885 1.37362 6.95475
H -7.22495 1.93554 7.99539
H -7.09763 1.51611 4.95950
H -6.34027 0.49413 6.18411
S -3.59372 1.84928 -0.26172
C -4.44546 2.08140 -1.67445
N -4.80399 1.11627 -2.55112
C -5.72499 1.63219 -3.56093
C -5.37800 3.12353 -3.52955
N -4.88401 3.26333 -2.16237
H -4.80164 0.15704 -2.24870
H -6.76358 1.46214 -3.26608
H -5.55200 1.18018 -4.53437
H -6.24109 3.75829 -3.71357
H -4.59628 3.36311 -4.25543
H -4.46958 4.11104 -1.81469

Atom charges from the Mulliken analysis, given in e for atoms 1 to 2:
1 Ga 1.57
2 C -0.96

***

# 2
Below is a structure of composition C57H56AuN5O4S2, with properties calculated with wB97M-V/def2-TZVPD.

Results
Gap between HOMO and LUMO in hartree: 0.2106
Energy relative to the best compared isomer or geometry (same formula, charge and spin) in kJ/mol: 7.7
Max |F| in hartree/bohr: 0.0057

CARTESIAN COORDINATES (ANGSTROEM)
Au -0.45198 -0.98151 -1.52508
C 2.05141 -3.67122 -1.24915
C 1.45612 -3.48943 0.15140
C 2.41691 -4.00747 1.22364
C 0.09898 -4.15895 0.21954
C 0.00055 -5.54594 0.27925
C -1.23146 -6.17665 0.31247
C -2.39294 -5.42204 0.28403
C -2.34812 -4.03329 0.24028
C -3.64348 -3.24292 0.17698
C -4.22180 -3.30162 -1.23878
C -4.66363 -3.70722 1.21781
C -1.08753 -3.42842 0.21123
N -1.06198 -1.98618 0.16932
C -1.36954 -1.34687 1.22654
C -1.79853 0.11966 1.20852
N -1.75780 0.79779 0.15055
C -2.48450 2.01911 0.07197
C -1.86241 3.26006 0.26259
C -2.66707 4.39398 0.21734
C -4.02834 4.31344 -0.02817
C -4.60270 3.08051 -0.28148
C -3.84364 1.91536 -0.25829
C -4.48786 0.58194 -0.61127
C -5.18110 0.64448 -1.97388
C -5.46022 0.11626 0.47452
C -0.37052 3.43078 0.49843
C 0.45591 2.87426 -0.66015
C 0.10216 2.88952 1.85068
C -2.34321 0.39917 2.55789
C -2.90084 1.50304 3.14410
C -3.28631 1.41925 4.50541
C -3.11243 0.27941 5.24774
C -2.53459 -0.87569 4.66263
C -2.27965 -2.11806 5.29432
C -1.70832 -3.15236 4.59491
C -1.36443 -3.04067 3.22704
C -1.60379 -1.84833 2.59097
C -2.17300 -0.77728 3.31858
H 3.03956 -3.21145 -1.31115
H 1.41565 -3.21792 -2.01306
H 2.15934 -4.73170 -1.48924
H 1.32934 -2.42167 0.32527
H 2.71814 -5.03977 1.03633
H 1.96926 -3.96068 2.21963
H 3.32319 -3.39913 1.23943
H 0.90593 -6.13898 0.29462
H -1.28831 -7.25664 0.35547
H -3.35278 -5.92195 0.29795
H -3.43520 -2.19360 0.39065
H -4.42823 -4.33407 -1.52845
H -3.52358 -2.88116 -1.96576
H -5.15706 -2.74016 -1.29516
H -5.04549 -4.70454 0.99478
H -5.51742 -3.02781 1.23230
H -4.22637 -3.72661 2.21845
H -2.20535 5.36182 0.37340
H -4.63087 5.21194 -0.04963
H -5.65977 3.01982 -0.50959
H -3.69643 -0.16474 -0.69688
H -5.99645 1.36933 -1.97836
H -5.60197 -0.32946 -2.23069
H -4.47694 0.92905 -2.75758
H -6.28564 0.82341 0.58479
H -4.96647 0.02852 1.44449
H -5.88694 -0.85599 0.21686
H -0.20545 4.51122 0.52138
H 0.39190 1.78779 -0.70770
H 1.50605 3.14670 -0.54205
H 0.10933 3.28378 -1.60984
H 0.04993 1.79764 1.89740
H -0.49561 3.29669 2.66814
H 1.14351 3.17177 2.01880
H -3.05100 2.42339 2.59612
H -3.72888 2.29004 4.97076
H -3.41424 0.25793 6.28770
H -2.53702 -2.24903 6.33844
H -1.51943 -4.09115 5.09888
H -0.93089 -3.88734 2.71249
O 1.65999 -0.25207 0.35552
S 2.55282 0.81125 0.93218
C 3.13347 0.12529 2.48105
C 2.31558 -0.80336 3.10653
C 2.68030 -1.29936 4.35120
C 3.84888 -0.86197 4.95750
C 4.65886 0.07135 4.32089
C 4.30380 0.57287 3.07840
C 4.05459 0.77407 -0.01601
C 4.59251 1.97638 -0.45523
C 5.69437 1.95982 -1.30370
C 6.23835 0.73961 -1.68121
C 5.68811 -0.46197 -1.23558
C 4.58155 -0.45093 -0.40471
H 1.41508 -1.14334 2.60871
H 2.05103 -2.02991 4.84430
H 4.13402 -1.25082 5.92621
H 5.57485 0.40521 4.79003
H 4.93869 1.29031 2.57272
H 4.13120 2.91650 -0.17749
H 6.08534 2.88244 -1.71781
H 7.08333 0.72790 -2.35710
H 6.11998 -1.40503 -1.54742
H 4.11950 -1.36649 -0.05981
O 6.22765 3.84227 -3.56840
S 6.06530 4.74459 -4.69932
O 6.09484 6.15006 -4.35920
O 6.79541 4.35738 -5.88813
C 4.33938 4.48456 -5.21205
N 3.87217 5.30701 -6.15922
C 2.62921 5.10397 -6.56124
C 1.82264 4.10011 -6.03568
C 2.40134 3.31219 -5.05943
N 3.65232 3.49654 -4.65430
C 1.68649 2.19660 -4.38697
C 2.40312 1.30722 -3.59683
C 1.74119 0.30393 -2.93619
N 0.40936 0.14542 -3.00853
C -0.29505 0.99233 -3.77338
C 0.30740 2.01240 -4.48282
H 2.25469 5.76212 -7.33872
H 0.81419 3.95519 -6.39472
H 3.47358 1.43006 -3.49160
H 2.26998 -0.39192 -2.29793
H -1.36533 0.84105 -3.80081
H -0.31175 2.66793 -5.07749

Atom charges from the Mulliken analysis, given in e for atoms 1 to 2:
1 Au 0.23
2 C -1.68

***

Calculated total energy (eV), listed in the same order as above: -165970.608; -101022.080
Calculated HOMO level (eV), listed in the same order as above: -11.4; -7.5